Record 1
This record from the Open Molecules 2025 dataset describes C42H84Br2Cl18FNO8P3S2 as an isolated structure in a non-equilibrium geometry. The level of theory is ωB97M-V with the def2-TZVPD basis set.

```
! RIJCOSX wB97M-V def2-TZVPD def2/J DEFGRID3
* xyz 1 1
Br 0.894 -4.283 -2.989
Br -4.037 -2.660 -1.491
Cl -7.624 1.708 -0.178
Cl 6.031 -2.667 -0.502
Cl -8.555 -3.564 -9.125
Cl 0.364 -5.654 -6.023
Cl -2.608 5.445 2.402
Cl -8.105 -2.073 -4.287
Cl -5.417 -4.890 -8.929
Cl 5.268 4.041 3.516
Cl 1.415 7.809 5.165
Cl -4.760 -1.383 -4.243
Cl -0.521 10.062 7.542
Cl 4.762 8.431 5.203
Cl -10.679 3.204 -0.302
Cl 0.424 6.799 7.935
Cl 0.414 3.896 2.387
Cl 3.571 5.182 0.778
Cl 3.665 -5.103 -5.299
Cl 6.371 -6.027 -0.961
S -1.742 1.130 -2.799
S 3.155 0.018 -2.696
P 1.241 0.384 -2.757
P -2.602 -1.593 -2.962
P -3.332 2.181 0.216
F -1.690 -0.463 1.719
O 1.142 1.911 -2.128
O -2.076 3.044 -0.313
O -3.026 -3.380 4.997
O -3.239 2.120 1.699
O 0.877 0.383 -4.383
O -1.823 -2.912 -3.643
O -1.300 -2.363 3.945
O -4.783 2.798 -0.183
N -1.623 -1.200 0.539
C -1.082 -3.138 2.731
C -8.187 3.090 0.810
C 1.326 -0.245 0.390
C 3.363 -4.255 -1.634
C 6.493 1.028 0.175
C -7.354 -0.475 -4.064
C -0.003 7.960 9.220
C 0.171 -0.857 -1.880
C -2.197 -6.411 0.168
C -6.083 -0.331 -4.867
C 2.448 -0.549 1.437
C 5.027 5.741 3.028
C -1.833 -0.148 -0.485
C -2.644 -2.531 4.262
C 3.468 9.545 4.686
C 3.865 -0.055 1.047
C -0.172 -4.738 0.153
C -1.557 5.149 3.808
C 2.221 -3.215 -2.040
C -1.383 -0.485 -1.923
C -9.655 2.988 1.138
C -1.084 8.922 8.791
C 5.469 1.985 0.863
C -0.412 -2.073 0.408
C 1.945 -2.402 -0.763
C 2.209 9.369 5.497
C 3.995 1.479 0.839
C -6.057 -3.504 -8.012
C -7.520 -3.663 -7.679
C 3.686 5.966 2.376
C 0.037 -7.076 -1.017
C -0.947 -3.455 -0.197
C -0.097 5.239 3.446
C 0.025 -2.440 1.854
C 7.675 -4.811 -0.938
C 0.756 -1.435 -0.500
C 1.774 -5.981 -7.070
C -3.307 0.423 -0.355
C -0.920 -5.925 -0.594
C 7.390 -3.692 0.033
C 7.458 0.307 1.188
C 2.988 -6.421 -6.289
H 7.806 -4.437 -1.951
H -6.243 -0.577 -5.916
H 3.286 9.382 3.626
H 0.923 -3.076 1.901
H 1.978 -5.082 -7.647
H -3.017 -6.472 -0.573
H 0.874 -4.797 -0.173
H -2.476 -5.714 0.976
H -1.080 -2.589 -4.180
H 8.262 -3.044 0.115
H -0.351 7.375 10.071
H -1.986 3.841 0.245
H 7.146 -0.727 1.409
H -5.436 2.127 0.114
H 5.532 2.965 0.363
H 5.845 6.019 2.365
H -1.213 0.715 -0.159
H -1.026 -3.302 -1.285
H -3.884 -0.115 0.425
H -1.403 9.520 9.643
H 7.546 0.946 2.081
H 1.474 -6.769 -7.759
H -1.902 0.778 -4.109
H 0.519 0.251 0.969
H 0.991 2.523 -2.869
H -7.600 3.084 1.727
H 0.724 -0.531 -4.664
H 5.100 6.344 3.932
H -1.981 -3.664 0.150
H 2.406 9.425 6.565
H 4.037 -4.463 -2.471
H 3.853 10.556 4.814
H -3.376 -1.851 3.770
H -2.054 -3.237 2.215
H 0.144 -7.861 -0.246
H 1.763 0.570 -0.211
H 2.759 -7.256 -5.630
H 3.530 7.032 2.216
H -8.081 0.268 -4.389
H 3.772 -6.733 -6.977
H 1.036 -6.657 -1.221
H -1.807 4.171 4.216
H 8.586 -5.330 -0.644
H 1.493 10.149 5.241
H -0.310 -7.510 -1.973
H -2.040 -7.442 0.536
H 2.053 -3.056 0.124
H -5.722 0.695 -4.809
H -0.686 -4.108 3.076
H -7.717 -4.615 -7.189
H 0.905 8.483 9.514
H -1.803 5.904 4.554
H -5.877 -2.602 -8.595
H 5.761 2.119 1.925
H -7.175 -0.333 -2.999
H -5.476 -3.439 -7.091
H 3.327 2.069 1.500
H 8.467 0.238 0.736
H 2.872 -1.794 -0.730
H -9.900 2.027 1.585
H 2.198 -0.040 2.391
H 3.891 -3.875 -0.738
H 4.527 -0.319 1.902
H -2.506 -1.736 0.582
H -1.276 -5.464 -1.538
H 0.304 -1.572 2.483
H -7.834 -2.864 -7.010
H -1.952 8.396 8.398
H 0.230 -1.730 -2.577
H 2.723 -2.613 -2.817
H 0.511 5.181 4.348
H -9.927 3.773 1.843
H 6.052 0.303 -0.528
H 4.300 -0.551 0.165
H 2.874 5.590 2.995
H 3.621 1.690 -0.191
H 7.154 -4.073 1.025
H 2.812 -5.150 -1.284
H 7.162 1.673 -0.430
H -0.195 -5.047 1.212
H 2.551 -1.615 1.715
H -3.886 0.259 -1.283
H -7.959 4.005 0.267
H 0.133 6.175 2.939
*
```



Record 2
This record from the Open Molecules 2025 dataset describes C42H84O44S5 as an isolated structure in a non-equilibrium geometry. The level of theory is ωB97M-V with the def2-TZVPD basis set.

```
! RIJCOSX wB97M-V def2-TZVPD def2/J DEFGRID3
* xyz 0 1
S 1.408 2.197 4.817
S -1.428 4.257 -0.596
S -5.986 0.747 -3.728
S 0.023 0.889 -4.642
S -0.097 -1.556 0.244
O -1.133 -1.769 -0.864
O 3.257 8.739 0.912
O 5.735 -5.828 -1.418
O 6.740 4.574 1.942
O 0.135 -5.153 -2.963
O -1.079 1.107 -3.672
O -5.562 4.644 2.148
O 0.873 -0.252 -0.043
O 2.112 6.902 0.014
O 5.641 2.788 1.484
O 1.781 8.864 -0.907
O -5.811 1.209 -5.137
O -3.774 -0.503 2.907
O 3.843 -10.098 -0.236
O -0.621 3.312 -1.268
O 1.785 -5.957 -4.369
O -0.106 0.087 -5.867
O -6.209 -2.989 -1.821
O -1.166 4.095 1.025
O 4.292 -9.504 1.878
O -4.678 6.758 1.822
O -0.782 5.760 -0.603
O 1.376 0.396 -3.720
O 0.680 2.663 3.687
O 1.153 -3.914 -4.507
O 7.037 2.885 3.277
O 0.642 -2.777 0.634
O -6.805 6.453 2.343
O 5.431 -3.722 -0.601
O 0.808 1.125 5.578
O 1.760 3.487 5.715
O -7.263 0.175 -3.311
O -5.312 1.952 -2.727
O 3.081 -8.135 0.354
O -2.857 4.290 -0.949
O 5.257 -4.122 -2.786
O 0.882 2.294 -4.893
O -5.849 -1.278 2.791
O -5.484 -5.096 -2.590
O 3.060 2.040 4.456
O -4.167 -3.501 -1.397
O -0.940 -0.716 1.492
O -4.683 -0.337 -3.465
O -5.063 -0.175 1.025
C 1.607 -6.309 0.284
C -5.631 6.002 1.982
C 0.453 -2.663 -4.067
C -3.069 -4.482 -1.183
C 2.762 5.967 0.754
C 3.750 -9.281 0.794
C 3.817 3.198 4.776
C 2.817 4.252 5.204
C 4.192 0.677 1.954
C -5.327 -3.939 -2.056
C 5.544 -4.650 -1.588
C 2.493 8.199 0.071
C 0.252 0.952 0.462
C 2.153 1.445 -3.188
C -0.356 0.524 1.780
C 5.546 1.307 1.511
C -1.247 6.349 0.638
C -7.567 -3.224 -2.127
C -2.796 -2.522 3.684
C -3.543 -1.225 4.121
C -1.085 5.335 1.730
C 2.263 -7.995 -5.162
C 2.618 -7.131 1.157
C 1.742 -7.297 -3.932
C -7.039 7.835 2.487
C -8.425 -3.879 -1.050
C 2.258 10.104 -1.406
C -7.174 -1.406 2.321
C 0.895 -5.007 -3.920
C 7.739 5.376 2.513
C 1.574 2.697 -3.772
C -4.868 -0.576 2.167
C 6.458 3.362 2.384
C 2.214 4.576 0.521
C -4.006 -0.073 -2.208
C 4.960 -4.986 -3.911
C -4.190 2.869 2.856
C 4.608 -11.265 -0.124
C -4.484 3.857 1.758
C -4.287 1.395 -1.882
C 3.543 -1.930 -0.842
C 5.076 -2.350 -0.839
H -9.410 -3.413 -1.076
H -2.821 -0.696 4.744
H 1.909 -6.051 -0.731
H 5.757 0.820 0.558
H -7.060 8.208 1.463
H 3.283 1.165 1.604
H -1.142 1.154 2.195
H 2.855 -2.493 -1.473
H 3.812 6.053 0.474
H -4.606 1.625 -0.865
H 3.110 -7.382 -5.469
H 2.988 3.858 0.794
H -0.535 1.257 -0.227
H 8.038 6.289 1.998
H 3.306 -2.153 0.198
H 5.240 -11.384 0.756
H 5.733 -2.017 -1.643
H -3.464 2.154 2.470
H 0.117 -2.517 -3.041
H 2.818 -8.921 -5.013
H 1.432 -5.319 0.705
H 0.908 1.809 0.615
H -4.435 -1.290 4.743
H -7.740 -3.834 -3.014
H -3.158 -3.352 4.290
H -3.530 4.348 1.565
H -7.751 -1.951 3.068
H -0.469 -2.508 -4.628
H -7.209 -2.097 1.479
H 3.212 1.359 -3.429
H -0.160 5.218 2.295
H -3.404 2.019 -2.021
H 0.586 -6.689 0.239
H -8.143 -3.516 -0.062
H 1.978 -7.446 1.982
H 1.112 -1.817 -4.264
H 6.386 0.900 2.075
H -2.267 6.669 0.426
H -7.955 8.197 2.954
H 3.332 4.974 5.838
H 3.971 -12.132 -0.294
H -1.887 5.455 2.458
H 1.596 -8.053 -6.023
H -5.022 3.404 0.925
H -1.715 -2.381 3.698
H 2.053 4.405 -0.544
H 2.412 3.341 -4.038
H -7.621 -0.490 1.933
H -2.368 -4.189 -0.401
H 4.154 0.591 3.040
H -2.464 -4.533 -2.089
H 8.667 4.806 2.534
H 3.267 10.300 -1.042
H 4.322 3.525 3.867
H -2.960 -0.237 -2.467
H 1.561 10.765 -0.892
H -0.715 7.286 0.800
H 5.859 -5.260 -4.462
H -3.547 -5.424 -0.916
H 2.231 10.246 -2.486
H 7.559 5.586 3.567
H 1.372 4.356 1.177
H 2.651 6.198 1.813
H 4.667 3.024 5.437
H -7.933 -2.219 -2.337
H 3.324 -0.862 -0.857
H -6.222 8.287 3.049
H 4.467 -4.472 -4.736
H 4.083 -0.379 1.708
H 2.418 4.802 4.351
H 2.422 -7.415 -3.088
H 3.375 -6.501 1.624
H -2.907 -2.826 2.643
H 4.421 -5.883 -3.606
H -4.307 -0.767 -1.423
H 1.002 3.248 -3.025
H 0.814 -7.741 -3.572
H 5.637 -1.785 -0.095
H -5.124 2.348 3.068
H -3.752 3.321 3.745
H 5.288 -11.297 -0.976
H -8.358 -4.961 -1.161
H 2.030 1.409 -2.106
H 0.452 0.481 2.510
*
```



Record 3
This record from the Open Molecules 2025 dataset describes C42H85InN4O10 as an isolated structure in a non-equilibrium geometry. The level of theory is ωB97M-V with the def2-TZVPD basis set.

```
! RIJCOSX wB97M-V def2-TZVPD def2/J DEFGRID3
* xyz 0 1
In -0.178 1.819 3.393
O 0.915 1.449 1.238
O -0.209 3.115 0.699
O -4.544 2.757 -2.975
O 1.249 3.954 -2.141
O -0.357 0.009 2.242
O -1.634 2.816 2.242
O 0.089 2.123 -1.711
O 1.730 1.446 -1.900
O -0.900 -5.388 0.875
O 2.075 1.901 2.797
N 3.036 1.241 -1.548
N -1.791 -4.558 0.140
N -4.422 1.922 -1.897
N 2.376 1.170 3.912
C -1.371 3.062 1.076
C 2.613 -0.320 3.646
C 5.327 1.671 -2.254
C -0.234 -0.049 -0.248
C -2.305 -5.314 -1.054
C 3.385 -0.134 -1.031
C 3.221 1.787 4.945
C -5.602 1.875 -1.018
C 3.567 3.378 -2.745
C -4.442 -0.179 0.154
C 3.038 -1.299 -1.986
C -3.120 -6.594 -0.741
C 2.657 -0.422 0.240
C -3.286 -4.355 -1.810
C 2.610 3.174 5.196
C -6.833 1.251 -1.626
C -6.077 3.224 -0.529
C -2.118 1.391 -2.537
C 3.171 1.033 6.262
C -2.446 3.275 0.023
C 5.717 0.294 -1.820
C 4.878 -0.169 -0.618
C -1.272 -5.751 -2.104
C -2.711 -2.992 -2.064
C 4.666 2.026 4.600
C -3.196 0.071 -0.754
C 3.855 -0.711 2.771
C -5.274 1.075 0.337
C -1.187 -3.195 -0.030
C 2.702 -1.073 5.045
C 3.865 1.858 -2.654
C 0.136 0.492 1.165
C 0.164 -3.190 -0.754
C -3.490 0.787 -2.137
C -0.902 -2.539 1.355
C 3.711 1.127 -4.074
C -0.853 3.758 -3.159
C -2.216 -2.302 -0.760
C -3.988 -0.240 -3.103
C 3.566 -0.495 6.069
C 1.361 -0.848 2.965
C 0.275 3.188 -2.322
H 5.582 2.402 -1.487
H -3.467 -4.893 -2.740
H 0.820 -2.422 -0.346
H -1.428 -5.615 1.644
H -3.798 -6.466 0.103
H -1.754 2.150 -1.844
H -2.048 1.619 -3.600
H -2.468 -7.333 -0.275
H 5.220 1.093 4.707
H -4.887 -0.643 -2.637
H -7.105 1.641 -2.607
H 5.627 -0.446 -2.615
H 5.135 0.406 0.272
H -4.244 0.273 -4.030
H -3.064 -2.029 -0.132
H -1.141 -0.652 -0.221
H 0.095 -3.073 -1.835
H 3.587 -1.172 -2.919
H -4.148 -0.534 1.142
H 0.578 -0.639 -0.673
H -0.482 -3.221 2.094
H -6.641 0.185 -1.749
H -4.717 1.720 1.017
H 1.180 -1.890 3.231
H 2.790 3.911 4.413
H 2.017 -1.433 -2.343
H -6.998 3.176 0.051
H -2.011 3.533 -0.943
H 5.145 -1.193 -0.357
H -0.520 0.794 -0.877
H 3.475 -1.140 6.943
H 2.212 1.138 6.769
H -6.324 3.844 -1.390
H -1.481 2.976 -3.584
H -1.821 -2.184 1.822
H -3.275 2.568 0.041
H 3.690 1.542 7.074
H -3.417 -7.063 -1.679
H 4.834 -0.420 3.151
H 2.782 0.557 -4.083
H 1.564 0.702 -2.482
H -3.787 3.325 -2.815
H -0.161 -1.740 1.374
H -1.386 0.585 -2.557
H 6.002 1.827 -3.095
H 2.869 1.864 2.260
H -2.720 -0.892 -0.937
H 3.920 -1.797 2.709
H -3.623 -2.552 -2.466
H 3.598 1.901 -4.834
H -7.657 1.322 -0.916
H 1.394 -0.698 1.886
H -1.543 -6.580 -2.758
H -1.786 -1.325 -0.980
H -1.454 4.472 -2.596
H 2.804 0.322 1.023
H 1.682 -1.199 5.407
H 5.220 2.713 5.239
H 1.561 3.216 5.491
H -2.016 -2.918 -2.900
H -5.286 3.851 -0.117
H 2.523 3.566 -2.993
H 4.584 0.569 -4.412
H 3.208 -2.027 4.896
H 6.772 0.270 -1.546
H 2.814 -1.367 0.759
H 4.765 2.516 3.631
H -2.897 4.209 0.358
H 1.592 -0.466 0.010
H -4.223 -4.269 -1.260
H -2.552 0.704 -0.144
H -4.957 -1.064 -0.220
H 4.082 3.855 -3.578
H 0.666 -4.158 -0.762
H 3.259 -2.300 -1.616
H 0.435 -0.443 3.373
H 4.584 -0.650 5.710
H -6.194 0.699 0.785
H -0.855 -5.034 -2.811
H -0.450 4.340 -3.988
H 3.755 -0.246 1.790
H 3.860 3.997 -1.897
H -0.481 -6.221 -1.520
H 3.147 3.555 6.065
H -3.161 -0.901 -3.363
*
```



Taking the records one at a time from the top gives electronic energy values of -17658.96992 -6951.85808 -2811.88860 hartree.
Taking the records one at a time from the top gives gap between HOMO and LUMO values of 7.82 9.89 2.74 eV.